Record 1
Molecular formula: C44H53AsGeN2O5SZr
Method: DFT, ωB97M-V/def2-TZVPD

Cartesian coordinates (Å):
Zr -0.7072 1.0063 2.1597
O -2.8553 1.1010 5.6082
C -1.9238 0.8261 4.6429
O -2.0842 1.5164 3.5000
C -1.8012 -0.6797 4.3669
O -0.5272 -0.7203 3.7305
C 1.4789 -0.2685 5.1437
C 0.3498 0.4451 4.3894
O -0.5789 1.0334 5.2376
O 0.7751 1.2298 3.4094
H -3.0092 2.0526 5.5972
H -1.8205 -1.2497 5.2969
H -2.5712 -1.0300 3.6798
H 1.6409 0.2334 6.0955
H 1.2209 -1.3092 5.3165
C -3.1427 -3.0183 -3.1993
C -3.2010 -1.4846 -3.2108
C -2.4647 -0.9705 -4.4505
C -4.6646 -1.0248 -3.2993
C -2.5914 -0.9523 -1.9230
C -3.2615 -1.1849 -0.6745
C -2.7223 -0.6849 0.4634
N -1.5960 0.0730 0.5110
C -0.9284 0.3561 -0.6937
C -1.4307 -0.2503 -1.8989
C 0.1127 1.2688 -0.6827
C 0.8337 1.7232 -1.8309
C 1.9342 2.5067 -1.7462
C 2.4608 2.7546 -0.4142
C 1.7599 2.4279 0.6725
N 0.4275 1.9234 0.5812
C 2.5987 3.0755 -2.9991
C 3.6784 4.1054 -2.6478
C 3.2453 1.9428 -3.8085
C 1.5411 3.7821 -3.8627
H -3.5961 -3.4205 -4.1075
H -3.6785 -3.4220 -2.3385
H -2.1051 -3.3561 -3.1505
H -2.9705 -1.3292 -5.3483
H -1.4349 -1.3314 -4.4803
H -2.4603 0.1207 -4.4788
H -5.0965 -1.3376 -4.2517
H -4.7263 0.0634 -3.2362
H -5.2700 -1.4529 -2.5007
H -4.1717 -1.7628 -0.6196
H -3.2041 -0.8729 1.4183
H -0.8726 -0.0779 -2.8062
H 0.4677 1.4319 -2.8084
H 3.4499 3.1701 -0.2854
H 2.1040 2.6060 1.6839
H 4.5320 3.6361 -2.1548
H 3.2790 4.8836 -1.9943
H 4.0401 4.5807 -3.5607
H 4.0109 1.4453 -3.2125
H 3.7080 2.3361 -4.7176
H 2.5032 1.1943 -4.0922
H 1.0288 4.5500 -3.2799
H 0.7927 3.0814 -4.2339
H 2.0140 4.2588 -4.7249
S 3.0298 -0.2094 4.1876
C 3.1265 -1.8945 3.5969
C 4.0544 -2.7239 4.2251
C 4.2132 -4.0351 3.8172
C 3.4429 -4.5184 2.7699
C 2.5336 -3.6906 2.1373
C 2.3514 -2.3640 2.5328
As 1.0997 -1.2296 1.4444
C 2.3674 -1.3450 -0.0641
C 2.3225 -2.1742 -1.1758
C 3.3480 -2.1424 -2.1124
C 4.4304 -1.2961 -1.9384
C 4.4943 -0.4802 -0.8170
C 3.4665 -0.5040 0.1090
C -0.1457 -2.7265 1.1544
C -0.6004 -3.4136 2.2829
C -1.4994 -4.4604 2.1714
C -1.9511 -4.8558 0.9185
C -1.5165 -4.1763 -0.2067
C -0.6366 -3.1083 -0.0882
H 4.6478 -2.3170 5.0330
H 4.9364 -4.6760 4.3049
H 3.5549 -5.5434 2.4401
H 1.9558 -4.0783 1.3081
H 1.5000 -2.8660 -1.3088
H 3.3006 -2.7915 -2.9780
H 5.2253 -1.2765 -2.6736
H 5.3434 0.1755 -0.6653
H 3.5172 0.1234 0.9914
H -0.2312 -3.1401 3.2627
H -1.8368 -4.9796 3.0598
H -2.6380 -5.6874 0.8254
H -1.8662 -4.4808 -1.1844
H -0.3354 -2.5618 -0.9735
C -2.7311 2.7282 -1.6756
Ge -2.1301 3.4745 0.0578
C -3.6470 3.1449 1.2842
C -2.0163 5.4375 -0.2323
C -0.5791 2.8977 1.1228
H -3.4838 3.4137 -2.0688
H -3.1947 1.7546 -1.5279
H -1.9263 2.6311 -2.4047
H -4.6034 3.4686 0.8726
H -3.4748 3.6601 2.2295
H -3.7026 2.0776 1.4999
H -2.9410 5.8182 -0.6676
H -1.1948 5.6770 -0.9103
H -1.8387 5.9585 0.7098
H -0.0607 3.7552 1.5444

Forces on the atoms, in the same order (eV/Å):
-0.0088 -0.0138 -1.1335
0.1056 -0.0512 -0.0552
-0.0280 -0.8012 0.9261
-0.8742 0.4337 0.9913
-0.1919 0.2958 0.4905
-0.0239 0.6138 0.2489
0.0915 0.3087 -0.3612
0.0900 -0.5772 1.2487
-0.1017 -0.1121 -0.1002
1.1456 0.2680 1.2091
-0.0494 0.0757 -0.0665
0.0722 -0.0667 -0.0545
0.0326 -0.0405 -0.0105
-0.0185 0.0505 -0.0053
-0.0534 0.0148 0.1319
-0.0326 0.1003 0.0176
0.0027 -0.0230 -0.1087
-0.0463 -0.0648 0.0846
0.0776 -0.0062 0.0158
0.2563 0.1259 -0.0215
-0.0133 0.0989 0.1860
-0.4060 -0.1760 -0.2370
-0.3105 -0.4790 -1.5823
0.3063 0.2777 0.0918
-0.1175 -0.0896 -0.1535
-0.2106 -0.4234 -0.0006
0.2335 0.2098 -0.1540
-0.2116 -0.1633 -0.1711
-0.1332 -0.1389 0.1481
0.3007 0.1795 0.0392
0.2414 0.4562 -0.9906
0.0140 0.0263 -0.0690
-0.0857 -0.0997 0.0104
-0.0422 0.0730 0.0440
0.0724 -0.0135 0.0530
-0.0056 -0.0113 0.0004
0.0056 -0.0322 -0.0165
-0.0193 -0.0217 -0.0312
0.0114 -0.0193 -0.0033
0.0149 0.0347 -0.0312
0.0304 -0.0023 -0.0181
0.0030 -0.0176 -0.0022
-0.0340 -0.0025 0.0102
-0.0262 0.0391 0.0059
0.0060 -0.0158 0.0145
0.0290 0.0058 0.0132
-0.0650 0.0078 -0.0065
-0.0544 0.0555 0.0116
-0.0040 0.0142 0.0546
0.0201 -0.0860 -0.0008
0.0085 0.0436 0.0202
0.0416 0.0258 -0.0043
0.0297 -0.0072 0.0008
0.0306 -0.0527 -0.0126
0.0006 -0.0142 0.0017
0.0119 -0.0094 -0.0148
-0.0177 0.0120 -0.0320
-0.0196 0.0076 0.0046
-0.0115 -0.0193 -0.0094
0.0255 -0.3075 0.1123
-0.1800 0.3128 0.0167
0.0152 -0.0321 -0.0323
0.0435 -0.0238 -0.0216
0.0261 -0.0445 0.0071
-0.1168 0.1197 -0.1041
-0.0337 0.1896 0.2740
0.8992 -1.5850 -0.4902
-0.0794 0.2991 0.1149
-0.2042 -0.0600 0.0884
0.0069 -0.0396 -0.0255
0.0549 0.0008 -0.0566
0.0148 0.0172 -0.0274
-0.0968 -0.0420 -0.0014
-0.1186 0.0508 0.0185
0.0408 0.0574 0.0773
-0.0344 -0.0112 -0.0655
0.0116 0.0172 0.0220
-0.0347 -0.1259 -0.0169
0.1471 0.1552 -0.0141
-0.0144 -0.0260 0.0196
-0.0107 0.0141 0.0207
0.0029 0.0112 -0.0249
0.0232 -0.0433 -0.0032
0.1878 0.0490 -0.0677
0.0008 0.0019 0.0019
0.0010 0.0032 0.0143
-0.0116 -0.0089 -0.0015
0.0452 0.0880 -0.0093
0.0118 0.0020 0.0039
0.0157 0.0073 0.0103
-0.0006 0.0043 -0.0161
0.0149 0.0413 0.0229
-0.1869 -0.0393 0.0360
0.3469 -0.0042 0.2574
-0.7755 0.7001 -0.0210
0.2080 0.0850 -0.1172
0.1631 -0.2904 0.0798
-0.3402 0.2656 -0.6720
0.0168 0.0552 0.0617
-0.0050 -0.0206 -0.0085
-0.0111 0.0017 -0.0053
0.0291 0.0224 -0.0795
-0.0201 -0.0201 0.0188
-0.1017 -0.0231 0.0148
-0.0269 -0.0523 0.0086
-0.0034 -0.0083 0.0001
-0.0035 -0.0155 0.0035
-0.0117 0.0481 -0.0399

E_tot = -189177.5236 eV
M = 960.740 g mol⁻¹
Relative energy (zero: lowest compared OMol25 entry of this formula, charge and spin) = 321.4 kJ/mol
Total charge = 0

Here are the Mulliken charges for atoms 1 to 8, given in e:
1. Zr 0.48
2. O -0.60
3. C 0.58
4. O -0.68
5. C -0.80
6. O -0.35
7. C -1.00
8. C 1.32

---

Record 2
Molecular formula: C44H53F3N10S2Ti
Method: DFT, ωB97M-V/def2-TZVPD

Cartesian coordinates (Å):
Ti 0.3249 -0.1732 0.3955
C 3.4415 0.5284 -2.5184
C 2.5957 0.0902 -1.3625
N 1.6001 0.8493 -0.8616
N 1.5238 2.1191 -1.4496
C 0.8048 2.9751 -0.7907
N 0.7281 4.2359 -1.4103
S 0.0110 2.7289 0.7094
C 2.8470 -1.1395 -0.7104
C 3.7993 -2.0811 -1.1588
C 3.9911 -3.2400 -0.4525
C 3.2655 -3.4537 0.7334
C 2.3594 -2.4970 1.1192
N 2.1066 -1.3731 0.4245
H 3.1061 1.5001 -2.8572
H 3.3611 -0.1903 -3.3506
H 4.4973 0.5917 -2.2344
H 0.8239 4.1828 -2.4160
H -0.0915 4.7400 -1.1212
H 4.3605 -1.8753 -2.0631
H 4.7151 -3.9730 -0.7933
H 3.3991 -4.3438 1.3341
H 1.8028 -2.6132 2.0328
C -3.5613 -2.5082 -1.0209
C -3.1101 -1.1412 -1.5507
C -3.3720 -1.0887 -3.0636
C -3.7655 -0.0180 -0.7679
C -5.0988 0.2546 -1.0625
C -5.8310 1.2343 -0.4037
C -5.1585 1.9961 0.5369
C -3.8200 1.7750 0.8774
C -3.2091 2.8505 1.7883
C -3.9034 2.9376 3.1565
C -3.2480 4.2251 1.1098
C -3.0791 0.6713 0.2915
N -1.8226 0.2669 0.7620
C -1.7644 0.2330 2.1803
C -0.6661 0.1183 2.9447
N 0.6526 0.0321 2.4506
C 1.7134 -0.2282 3.3253
C 1.6942 -1.0807 4.4934
C 2.9068 -1.3222 5.1667
C 4.1205 -0.7810 4.8057
C 4.1269 0.1062 3.7401
C 2.9753 0.4001 3.0282
C 3.0724 1.5159 1.9957
C 4.3432 1.4779 1.1423
C 2.9313 2.8644 2.6995
C 0.5306 -1.8113 5.2168
C -0.1405 -0.9201 6.2794
C -0.4989 -2.6045 4.4174
H -3.0467 -3.3243 -1.5486
H -4.6425 -2.6273 -1.1720
H -3.3431 -2.6044 0.0453
H -2.0544 -1.0425 -1.3945
H -4.4048 -1.3650 -3.3035
H -2.7121 -1.8026 -3.5735
H -3.1811 -0.1010 -3.4798
H -5.5897 -0.3427 -1.8282
H -6.8810 1.4029 -0.6249
H -5.6861 2.8137 1.0214
H -2.1720 2.6170 1.9575
H -4.9437 3.2760 3.0562
H -3.3774 3.6534 3.8023
H -3.9119 1.9678 3.6641
H -4.2811 4.5516 0.9192
H -2.7020 4.1983 0.1609
H -2.7621 4.9780 1.7473
H -2.7022 0.2691 2.7149
H -0.8199 0.1564 4.0106
H 2.8846 -1.9917 6.0203
H 5.0269 -1.0319 5.3456
H 5.0517 0.6133 3.4770
H 2.2391 1.4333 1.3341
H 5.2325 1.7831 1.7110
H 4.2329 2.1672 0.2942
H 4.5205 0.4709 0.7434
H 3.7342 2.9951 3.4394
H 1.9648 2.9266 3.2101
H 2.9738 3.6853 1.9715
H 1.0457 -2.5777 5.7908
H -0.7965 -0.1654 5.8385
H 0.6176 -0.3989 6.8763
H -0.7505 -1.5373 6.9574
H -1.2098 -1.9842 3.8762
H -1.0577 -3.2494 5.1105
H -0.0099 -3.2527 3.6851
F -0.9743 -6.0602 -2.0104
C -0.4698 -5.3630 -0.9399
F -1.3580 -5.4717 0.0410
F 0.6477 -6.0343 -0.5616
C -0.1394 -3.9655 -1.3794
C 0.3576 -3.8595 -2.6494
C 0.6138 -2.6157 -3.2024
C 0.3876 -1.5040 -2.4207
N -0.0154 -1.5717 -1.1626
C -0.3091 -2.7814 -0.5903
S -0.8074 -2.6827 1.0305
H 0.5195 -4.7597 -3.2334
H 0.9678 -2.5088 -4.2203
H 0.4885 -0.5011 -2.8149
N -3.3183 4.1687 -2.2365
C -2.3864 3.4514 -2.9602
C -1.7774 2.3197 -2.3781
N -0.8810 1.6234 -3.0036
C -0.5224 2.0463 -4.2199
C -1.1154 3.1561 -4.7863
N -2.0663 3.8593 -4.1692
H -3.7877 3.6525 -1.4995
H -3.9283 4.7255 -2.8097
H -2.0511 1.9976 -1.3774
H 0.2367 1.4775 -4.7460
H -0.8319 3.4969 -5.7757

Forces on the atoms, in the same order (eV/Å):
-0.7252 1.0737 1.5928
0.0278 -0.2627 -0.1775
-0.1883 0.1939 0.1534
0.8039 0.4708 -0.9760
0.0082 -0.4754 0.3004
0.2739 0.1225 0.0563
-0.0316 -0.0732 0.1347
0.2170 -0.0821 -0.5287
-0.0509 0.2402 0.0571
0.1504 -0.1726 -0.0300
0.1017 0.1223 -0.0950
0.0596 -0.0633 -0.0229
0.0196 0.3955 0.0182
0.5575 -0.5414 -0.2427
0.0067 0.0799 -0.0446
0.0518 0.1145 0.1470
-0.0147 -0.0146 -0.0182
0.0386 -0.0639 0.0098
-0.1556 0.1184 0.0539
-0.0386 -0.0655 0.0511
-0.0349 0.0114 -0.0140
0.0076 0.0556 -0.0146
-0.1723 0.0123 0.1142
-0.0420 -0.0356 0.1014
-0.4209 -0.0668 0.0054
0.0909 -0.0590 0.0760
-0.0897 0.0543 0.0057
0.1253 0.0487 -0.0190
0.1222 -0.0291 -0.0045
0.1516 -0.0947 -0.0030
0.1049 -0.0046 -0.2006
-0.4000 -0.1618 0.0668
0.0328 -0.0406 0.0261
0.1327 0.0189 -0.0077
-0.0801 0.0036 0.4026
-0.8524 -0.1111 0.4317
-0.1508 0.4438 -0.7393
0.7702 0.1696 -0.0796
-0.2984 -0.1762 0.8873
-0.3081 -0.0567 -0.0302
0.0712 -0.0481 -0.0021
-0.2041 0.0470 -0.1300
-0.0296 0.0795 -0.0595
-0.0653 0.0403 -0.0339
0.0198 -0.0229 -0.0621
0.3941 -0.1757 0.4077
0.0206 -0.0674 -0.0517
0.0026 0.1700 0.0460
-0.0601 0.3632 -0.1728
-0.0253 -0.0300 0.0745
0.0104 -0.1390 -0.1436
-0.0809 0.1287 0.0878
0.0763 -0.0001 -0.0269
-0.0458 0.0096 -0.1601
0.3245 0.0226 0.0732
0.0586 0.0096 0.0021
-0.0871 0.0650 0.0697
0.0410 0.1153 -0.0081
0.0749 0.0471 0.0653
0.0919 0.0046 -0.0093
0.0339 -0.0248 0.0064
0.2874 -0.1769 0.0498
0.1248 -0.0449 0.0216
-0.0871 -0.0868 -0.0966
0.0173 0.0956 -0.0696
0.1569 -0.0309 0.0186
-0.0573 0.0682 0.3097
-0.0912 -0.1393 -0.1101
-0.3030 0.1097 0.0663
0.0379 -0.0873 0.0928
-0.0332 -0.0370 0.0227
-0.0190 0.0311 -0.0023
-0.0819 -0.0645 -0.0378
-0.4359 -0.0242 -0.3624
-0.0961 -0.0197 -0.0796
0.0182 -0.0906 0.1336
-0.0173 0.1716 0.0626
-0.0863 0.0132 -0.0761
0.1240 -0.0116 -0.0536
-0.0140 -0.1117 0.1082
0.1567 -0.0824 0.1237
0.0680 -0.0707 0.0801
-0.1085 -0.0747 -0.0799
0.0932 0.1098 -0.1357
0.0256 -0.0242 0.0061
0.0408 0.0761 -0.0677
-0.0408 0.0493 0.0446
0.0383 -0.1891 0.3687
0.2049 0.5335 -0.1780
-0.0096 -0.1454 -0.0705
-0.1566 -0.2108 0.0686
-0.3897 0.3296 0.5006
0.1629 -0.0099 -0.5477
0.0950 0.0411 -0.3220
0.0164 0.2605 -0.5124
-0.2551 -1.1908 -0.3644
-0.0727 -0.3833 0.0749
0.3647 -0.2069 -0.1653
-0.0091 0.0879 0.0076
-0.0314 0.0028 0.0652
0.1126 0.0377 0.0090
-0.0427 -0.2195 -0.0915
-0.1936 -0.0216 0.4185
-0.5351 0.1155 0.6759
0.4113 -0.5754 -0.3832
-0.0674 0.2734 -0.4260
0.3856 -0.3664 -0.1235
-0.1515 0.3424 -0.1226
0.0614 0.0685 -0.1288
-0.0735 0.0690 -0.0358
-0.0062 0.0984 -0.0683
0.0082 0.0447 0.0168
0.0316 -0.0264 -0.0512

E_tot = -114332.1566 eV
M = 890.973 g mol⁻¹
Spin multiplicity = 3
Total charge = -2
Expectation value of S² = 2.017

Here are the Mulliken charges for atoms 1 to 8, given in e:
1. Ti -0.87
2. C -2.49
3. C 0.66
4. N 2.76
5. N -1.62
6. C -0.35
7. N -0.53
8. S -0.22